(one)
Density functional theory data (ωB97M-V with the def2-TZVPD basis set) for a molecular structure, C3H6N4O.

The calculation puts the HOMO energy at -8.87 eV. The value obtained for the HOMO-LUMO gap is 9.295 eV. The value obtained for the LUMO energy is 0.016 Eh.

```
! wB97M-V def2-TZVPD RIJCOSX def2/J DEFGRID3
* xyz 0 1
C -0.39 -0.24 -0.32
H -2.18 -1.65 -0.13
H 3.66 0.30 0.41
C 2.57 0.23 0.15
H 2.35 2.19 0.07
H -0.17 0.86 -0.50
H 2.39 -1.82 0.71
C -1.80 -0.57 -0.16
N 0.47 -1.15 -0.03
N -2.48 0.52 0.11
O -3.84 0.06 0.06
H -4.32 0.93 -0.05
N 1.87 -0.95 -0.16
N 1.86 1.27 -0.16
*
```

(two)
Density functional theory data (ωB97M-V with the def2-TZVPD basis set) for a single C3H6N4O molecule.

The calculation puts the HOMO energy at -10.81 eV. The value obtained for the HOMO-LUMO gap is 11.585 eV. The value obtained for the LUMO energy is 0.028 Eh.

```
! wB97M-V def2-TZVPD RIJCOSX def2/J DEFGRID3
* xyz 0 1
C 1.96 -1.03 0.05
H -2.42 1.25 0.79
H -2.52 -0.98 -0.08
H -0.96 -0.88 1.06
H -1.67 1.29 -0.98
N 1.12 0.93 -0.64
O -0.40 -0.95 -0.84
H 2.18 -2.10 0.56
C -1.45 -0.58 0.12
H -0.47 1.52 0.29
N 2.34 1.08 -0.20
C -1.48 1.01 0.15
N 2.94 -0.15 0.16
N 0.82 -0.41 -0.45
*
```

(three)
Density functional theory data (ωB97M-V with the def2-TZVPD basis set) for a single C3H6N4O molecule.

The calculation puts the HOMO energy at -9.41 eV. The value obtained for the HOMO-LUMO gap is 9.954 eV. The value obtained for the LUMO energy is 0.020 Eh.

```
! wB97M-V def2-TZVPD RIJCOSX def2/J DEFGRID3
* xyz 0 1
H -2.30 1.35 0.93
H -0.37 -0.89 1.22
C -0.10 -0.69 -0.75
H 3.00 0.63 -1.11
H -2.33 0.85 2.69
C 1.96 0.30 -0.84
C -2.07 0.50 1.61
N -0.55 0.28 1.37
O -0.76 -1.65 -0.70
H 1.10 2.07 -0.04
N -0.23 0.58 0.01
N 1.09 1.11 -0.05
N 1.25 -0.69 -1.25
H -2.69 -0.46 1.22
*
```

Which of them is least stable? Easy: (one).

(one)
Density functional theory data (ωB97M-V with the def2-TZVPD basis set) for a molecular structure, C11H26CdF6N2O9S2.

The calculation puts the HOMO energy at -7.49 eV. The value obtained for the HOMO-LUMO gap is 2.638 eV. The value obtained for the LUMO energy is -0.178 Eh.

```
! wB97M-V def2-TZVPD RIJCOSX def2/J DEFGRID3
* xyz 0 1
C 0.43 -4.09 -1.32
S -0.62 5.68 3.86
H 2.02 -5.09 -0.15
H 5.04 1.50 1.16
H -3.86 -2.30 -2.45
C 1.46 -3.74 -2.43
H -1.19 -5.63 -3.58
O -1.74 5.88 4.81
O 4.12 1.35 1.39
F 1.84 6.97 3.82
N -0.25 4.17 3.46
H -0.60 -6.03 -0.71
H 3.60 1.93 -3.34
H 4.19 5.59 0.12
C -1.79 -3.12 -2.21
F -3.14 3.65 4.85
N -0.65 -3.11 -1.15
O 0.50 2.10 4.92
C -0.19 -5.56 -1.61
H 2.44 -4.22 -2.37
O 2.66 2.04 -3.19
H -1.57 4.34 -2.69
O -1.31 4.61 -1.80
H 2.25 1.59 -3.93
H 4.13 0.56 1.93
F -2.38 2.01 3.75
C 1.06 6.34 4.70
H 0.61 -6.12 -2.08
F -2.55 1.76 5.89
H -2.34 -2.67 -4.25
F 1.71 5.27 5.23
O -0.31 -1.84 -0.61
H 1.12 -4.11 -3.39
Cd 1.17 2.81 0.04
H -1.56 5.53 -1.75
C -1.42 -5.64 -2.51
C -2.98 -2.20 -1.82
C -2.26 2.62 4.91
H -2.66 -1.16 -1.89
H 2.12 -3.40 0.05
O -0.33 4.02 6.19
O 3.31 5.78 -0.21
H -0.98 -1.68 -3.73
F 0.63 7.17 5.64
C -1.43 -2.67 -3.66
C -2.41 -4.55 -2.14
H -3.34 -4.68 -2.69
H -0.74 -3.38 -4.13
H 3.35 6.70 -0.50
C 1.39 -4.20 -0.12
O -0.81 6.45 2.67
H 0.85 -4.12 0.82
H -1.96 -6.58 -2.37
H -2.84 -4.75 -1.16
S -0.42 3.26 4.97
H -3.20 -2.37 -0.76
H 1.82 -2.71 -2.48
*
```

(two)
Density functional theory data (ωB97M-V with the def2-TZVPD basis set) for a molecular structure, C11H26CdF6N2O9S2.

The calculation puts the HOMO energy at -5.83 eV. The value obtained for the HOMO-LUMO gap is 4.844 eV. The value obtained for the LUMO energy is -0.036 Eh.

```
! wB97M-V def2-TZVPD RIJCOSX def2/J DEFGRID3
* xyz 0 1
H -1.21 1.53 -4.01
H 0.11 3.69 -4.09
F -2.50 -1.08 4.57
F -1.35 -5.15 -1.06
H 3.34 0.09 1.63
H -0.59 -0.82 -3.11
S -0.84 -3.75 1.03
H -1.15 0.82 3.03
H -2.78 1.35 -1.32
H 0.12 3.55 0.68
C -0.74 1.03 -1.99
H 1.57 2.73 1.18
H 1.10 2.31 -3.82
C -1.40 -3.87 -0.72
H 0.14 0.79 3.88
H 2.72 1.20 2.47
H -1.76 2.72 -2.86
H 2.36 1.31 -2.24
H 3.02 -1.76 -0.12
S -2.48 -1.78 2.01
H 1.23 -2.44 3.88
C -2.11 0.54 -1.61
C 1.04 2.52 -0.94
N -0.09 1.64 -0.85
H 2.61 1.10 -0.50
O -0.14 0.86 0.31
H 0.00 4.25 -1.71
C -2.33 -2.19 3.84
C 1.14 3.31 0.36
H 1.61 4.18 -2.26
H 1.69 4.24 0.24
O -0.35 0.30 3.21
F -2.60 -3.38 -0.93
F -0.51 -3.19 -1.45
C 0.75 3.53 -2.05
O 0.56 -4.01 0.93
O -2.65 -0.37 1.99
H -2.11 -0.12 -0.74
C 0.09 -0.13 -2.59
H 2.57 -2.21 3.17
H 1.86 -2.75 -0.34
O 1.62 -2.08 3.08
O -3.54 -2.57 1.52
O -1.63 -4.62 1.83
F -1.12 -2.70 4.13
H 0.56 -0.75 -1.83
H -2.59 0.01 -2.44
O 2.07 -1.87 0.02
H 3.18 2.55 -1.27
H 0.83 0.23 -3.30
C 0.31 2.91 -3.35
F -3.25 -3.07 4.18
O 2.49 0.46 1.90
C -0.92 2.06 -3.10
C 2.37 1.82 -1.28
N -1.01 -2.15 1.41
Cd 0.69 -0.82 1.43
*
```

Which of them is least stable? Easy: (one).

(one)
Density functional theory data (ωB97M-V with the def2-TZVPD basis set) for a single C5H10O2 molecule.

The calculation puts the HOMO energy at -9.61 eV. The value obtained for the HOMO-LUMO gap is 10.624 eV. The value obtained for the LUMO energy is 0.037 Eh.

```
! wB97M-V def2-TZVPD RIJCOSX def2/J DEFGRID3
* xyz 0 1
O 0.88 -0.13 2.87
C 0.04 -0.77 0.70
H 0.30 1.84 -2.27
C -0.68 1.14 -0.49
H 0.59 -2.74 1.42
H -1.70 1.03 -0.08
C 0.53 -2.19 0.47
H -0.15 -2.71 -0.21
H -0.13 1.81 0.20
H -1.27 1.06 -2.56
C -0.71 1.72 -1.88
H 1.93 0.42 1.34
H 1.53 -2.18 0.01
H -0.94 -0.79 1.21
C 1.01 -0.08 1.67
O -0.04 -0.13 -0.55
H -1.20 2.70 -1.87
*
```

(two)
Density functional theory data (ωB97M-V with the def2-TZVPD basis set) for 2 unconnected molecules or ions with the total composition C5H10O2.

The calculation puts the HOMO energy at -9.68 eV. The value obtained for the HOMO-LUMO gap is 10.486 eV. The value obtained for the LUMO energy is 0.029 Eh.

```
! wB97M-V def2-TZVPD RIJCOSX def2/J DEFGRID3
* xyz 0 1
O 1.99 0.34 0.89
C 0.46 -1.40 0.42
H 2.55 -1.44 -0.01
C -0.49 -1.80 -0.41
C 1.72 -0.72 -0.02
C -1.98 0.96 -0.28
H -1.20 2.83 0.36
H -0.29 1.43 0.97
H 2.86 0.70 0.68
O -2.24 0.61 -1.41
H 1.61 -0.35 -1.05
H -1.38 -2.32 -0.07
C -0.82 1.83 0.10
H -0.12 1.92 -0.73
H -0.44 -1.60 -1.48
H -2.62 0.61 0.56
H 0.38 -1.58 1.49
*
```

(three)
Density functional theory data (ωB97M-V with the def2-TZVPD basis set) for a single C5H10O2 molecule.

The calculation puts the HOMO energy at -10.24 eV. The value obtained for the HOMO-LUMO gap is 11.066 eV. The value obtained for the LUMO energy is 0.030 Eh.

```
! wB97M-V def2-TZVPD RIJCOSX def2/J DEFGRID3
* xyz 0 1
H 0.72 0.08 -2.71
C -0.40 -0.33 1.36
H 1.99 0.76 -1.67
H -2.20 0.12 -0.11
H -0.06 1.08 -0.26
O -1.93 1.52 1.54
H -2.04 0.20 3.00
C 1.48 -0.17 -1.97
H 0.57 -0.11 1.83
C -0.29 0.01 -0.12
H -0.53 -1.42 1.41
H 1.64 -1.03 -0.02
C 0.84 -0.84 -0.76
C -1.54 0.49 2.04
H 2.24 -0.81 -2.44
O -1.56 -0.27 -0.72
H 0.46 -1.83 -1.02
*
```

Which of them is least stable? Easy: (two).

(one)
Density functional theory data (ωB97M-V with the def2-TZVPD basis set) for a single C3H6I2O molecule.

The calculation puts the HOMO energy (spin up / spin down) at -8.24 / -7.91 eV. The value obtained for the HOMO-LUMO gap (spin up / spin down) is 7.425 / 6.982 eV. The value obtained for the LUMO energy (spin up / spin down) is -0.030 / -0.034 Eh.

```
! wB97M-V def2-TZVPD RIJCOSX def2/J DEFGRID3
* xyz 0 1
H -1.50 -0.48 -1.56
I -2.61 1.25 0.26
H 1.35 1.77 2.53
C 0.15 -0.05 -0.28
H 0.58 -2.08 -0.89
C 0.44 -1.53 0.00
H -0.95 1.22 -1.84
I 1.74 1.32 -0.14
O 0.83 1.77 1.74
H -0.38 -2.03 0.64
C -1.00 0.46 -1.05
H 1.35 -1.63 0.57
*
```

(two)
Density functional theory data (ωB97M-V with the def2-TZVPD basis set) for a molecular structure, C3H6I2O.

The calculation puts the HOMO energy at -9.31 eV. The value obtained for the HOMO-LUMO gap is 9.067 eV. The value obtained for the LUMO energy is -0.009 Eh.

```
! wB97M-V def2-TZVPD RIJCOSX def2/J DEFGRID3
* xyz 0 1
H -0.09 0.98 2.16
H 0.41 1.36 -1.78
I 1.78 -1.97 -0.08
H -0.09 -0.77 2.08
I 2.18 1.57 -0.06
C 0.52 0.08 1.88
H 1.39 -0.11 2.51
C 0.80 -0.15 0.40
C -0.28 0.48 -1.76
O -0.46 -0.04 -0.53
H -1.20 0.99 -2.01
H -0.16 -0.31 -2.46
*
```

Which of them is least stable? Easy: (one).

(one)
Density functional theory data (ωB97M-V with the def2-TZVPD basis set) for 2 unconnected molecules or ions with the total composition C4H3N3.

The calculation puts the HOMO energy at -9.61 eV. The value obtained for the HOMO-LUMO gap is 10.297 eV. The value obtained for the LUMO energy is 0.025 Eh.

```
! wB97M-V def2-TZVPD RIJCOSX def2/J DEFGRID3
* xyz 0 1
N -0.95 -3.07 1.98
N 1.47 1.02 0.45
C -0.50 -2.18 1.36
H 1.49 1.59 1.28
H 1.09 1.50 -0.28
N -0.47 1.57 -1.69
C 0.05 -1.07 0.76
C -1.13 0.70 -2.01
H -1.72 -0.01 -2.53
C 0.67 -0.06 0.67
*
```

(two)
Density functional theory data (ωB97M-V with the def2-TZVPD basis set) for a single C4H3N3 molecule.

The calculation puts the HOMO energy at -11.40 eV. The value obtained for the HOMO-LUMO gap is 11.005 eV. The value obtained for the LUMO energy is -0.014 Eh.

```
! wB97M-V def2-TZVPD RIJCOSX def2/J DEFGRID3
* xyz 0 1
H -2.14 -1.33 0.27
C -1.27 -0.70 0.15
N -0.10 -1.18 -0.07
C 2.09 -0.12 0.26
N -0.03 1.21 0.04
C -1.23 0.78 0.18
C 0.72 0.00 -0.26
N 3.20 -0.26 0.53
H -2.08 1.45 0.24
H 0.83 0.14 -1.34
*
```

(three)
Density functional theory data (ωB97M-V with the def2-TZVPD basis set) for 2 unconnected molecules or ions with the total composition C4H3N3.

The calculation puts the HOMO energy at -9.38 eV. The value obtained for the HOMO-LUMO gap is 10.232 eV. The value obtained for the LUMO energy is 0.031 Eh.

```
! wB97M-V def2-TZVPD RIJCOSX def2/J DEFGRID3
* xyz 0 1
H -0.19 0.86 -2.24
N 2.59 -0.49 -0.75
C 0.35 -1.14 0.30
C -0.68 1.12 -1.43
H -1.40 1.18 1.65
C -0.33 -0.37 1.11
N -0.77 0.42 1.86
H 0.22 -2.20 0.36
N -1.34 1.43 -0.54
C 1.55 -0.80 -0.33
*
```

(four)
Density functional theory data (ωB97M-V with the def2-TZVPD basis set) for a single C4H3N3 molecule.

The calculation puts the HOMO energy at -9.32 eV. The value obtained for the HOMO-LUMO gap is 9.619 eV. The value obtained for the LUMO energy is 0.011 Eh.

```
! wB97M-V def2-TZVPD RIJCOSX def2/J DEFGRID3
* xyz 0 1
N 0.38 2.78 -1.80
C 0.25 -1.10 0.84
H 1.59 0.67 0.92
C 0.19 1.87 -1.08
H -1.80 -1.94 0.17
H 0.79 -1.77 1.45
N -1.13 -0.15 -0.67
C -0.97 -1.21 0.16
C -0.11 0.73 -0.40
N 0.81 0.11 0.42
*
```

Which of them is least stable? Easy: (one).